# 1
Molecular formula: C4H8O2
Method: DFT, ωB97M-V/def2-TZVPD

Summary:
M in u: 88.11
Multiplicity: 1
Gap between HOMO and LUMO in eV: 6.54
Total charge: -2

The geometry in XYZ format:
```
14
Properties=species:S:1:pos:R:3:forces:R:3:nbo_charge:R:1
O 0.1653 3.1022 0.4348 -0.51 0.05 -0.23 -0.993
C 0.1103 1.8318 0.8827 0.82 -0.66 -0.15 0.009
C 0.1904 0.6886 -0.2183 -0.22 1.55 -0.55 -0.445
C 0.0709 -0.7707 0.2323 -0.16 1.10 0.06 -0.437
C -0.0624 -1.8182 -0.9065 -0.37 -0.63 0.98 -0.010
O -0.4412 -3.0629 -0.4747 0.31 0.09 -0.20 -1.011
H 0.9800 1.6788 1.6007 -0.37 -0.54 -0.01 0.045
H -0.8133 1.4969 1.4217 -0.17 0.45 0.41 0.051
H -0.6293 0.9644 -0.9065 -0.17 -0.28 0.20 0.164
H 1.0511 0.9988 -0.8401 0.31 -0.73 0.28 0.164
H 0.8482 -0.9140 0.9961 0.26 -0.67 -0.36 0.161
H -0.8616 -0.8595 0.8036 -0.09 0.01 -0.02 0.174
H 0.8946 -1.8158 -1.4776 0.13 0.08 -0.20 0.061
H -0.8451 -1.3778 -1.5752 0.23 0.19 -0.20 0.068
```
Positions in Å, forces in eV/Å.

# 2
Molecular formula: C4H12O3
Method: DFT, ωB97M-V/def2-TZVPD

Summary:
M in u: 108.14
Multiplicity: 1
Gap between HOMO and LUMO in eV: 10.80

The geometry in XYZ format:
```
19
Properties=species:S:1:pos:R:3:forces:R:3:nbo_charge:R:1
O -0.2002 1.6123 -2.4195 1.88 -1.41 0.49 -0.715
C 0.2029 0.7390 -1.3169 -0.59 -0.55 -0.47 -0.073
C -0.8182 0.7868 -0.1638 -1.10 -3.03 -1.44 -0.429
C -0.6201 -0.2881 0.9910 -0.30 0.60 -0.97 -0.421
C 0.4079 0.0613 2.0507 0.21 2.19 1.66 -0.063
O 0.2171 1.5098 2.3505 -0.43 0.02 0.14 -0.794
H -0.8426 2.1283 -2.0077 -1.76 1.84 0.54 0.455
H 1.2087 0.9822 -0.9364 -0.16 -0.21 -0.55 0.168
H 0.0904 -0.2557 -1.8140 0.86 0.39 0.92 0.181
H -0.9687 1.7076 0.2726 0.26 2.28 0.92 0.218
H -1.7797 0.6159 -0.7503 0.70 -0.31 1.11 0.196
H -1.5782 -0.5641 1.4897 0.53 0.77 -0.28 0.216
H -0.3308 -1.2200 0.5544 0.39 -0.75 -0.56 0.215
H 0.2130 -0.5773 2.9184 -0.02 0.22 0.11 0.173
H 1.5042 0.0427 1.9091 -0.63 -0.67 -0.94 0.183
H 0.2468 1.8934 3.2541 0.16 -1.40 -0.69 0.487
O 0.5871 -3.7358 -1.3863 1.05 -0.08 -0.13 -0.936
H 1.3024 -3.7425 -2.0577 -0.72 0.03 0.52 0.471
H 1.0677 -3.8944 -0.5557 -0.33 0.07 -0.37 0.467
```
Positions in Å, forces in eV/Å.

Energy above the lowest of the compared OMol25 structures with the same formula, charge and spin? In order: 6.43, 37.56 kcal/mol.